C5H9NO as an isolated structure. Source: the OMol25 dataset; level of theory: ωB97M-V with the def2-TZVPD basis set.

Each line ends with the Mulliken charge.
Element x y z (Å)
O: -2.0494 -1.8302 -1.1151  -0.474
N: -1.5464 -0.7237 -0.5196  -0.103
C: 1.2927 0.8418 -0.4275  -0.620
C: 0.0946 0.5090 0.4514  -0.146
C: -0.2488 -0.4892 -0.4232  0.344
C: 0.9478 -0.4277 -1.2819  -0.498
C: 0.0451 0.6639 1.9353  -1.137
H: -1.7469 0.0906 0.3790  0.382
H: 2.2695 0.7981 0.0701  0.269
H: 1.6536 -1.2409 -1.0963  0.211
H: -0.8155 0.1366 2.3654  0.357
H: -2.8708 -1.8042 -1.6186  0.331
H: 0.8120 -0.2806 -2.3546  0.272
H: 0.9558 0.2661 2.4124  0.276
H: 1.2273 1.7716 -1.0063  0.236
H: -0.0205 1.7189 2.2295  0.302

Values from the calculation:
- Kohn-Sham gap: 7.841 eV
- Lowest unoccupied orbital energy: 0.81 eV
- Energy above the lowest of the compared OMol25 structures with the same formula, charge and spin: 6.448 eV
- Largest force on an atom: 4.21 eV Å⁻¹
- E: -8862.7642 eV

A single C5H9NO molecule. Source: the OMol25 dataset; level of theory: ωB97M-V with the def2-TZVPD basis set.

Each line ends with the Mulliken charge.
Element x y z (Å)
O: 0.9914 2.3515 0.7278  -0.550
N: -0.4217 -0.8132 -0.5351  -0.304
C: 1.0192 1.1506 0.5465  0.216
C: -1.3573 -1.0755 -1.6426  -0.811
C: -0.1519 0.5934 -0.2400  0.298
C: 2.1099 0.3119 1.1797  -1.025
C: -1.0924 -0.2028 0.5945  -0.517
H: -1.6033 -2.1434 -1.6424  0.282
H: -2.1578 0.0047 0.5188  0.243
H: 2.7448 0.9886 1.7603  0.322
H: -0.9335 -0.8270 -2.6198  0.294
H: -2.3105 -0.5274 -1.5416  0.313
H: -0.5403 1.3493 -0.9210  0.413
H: -0.7456 -0.5167 1.5755  0.223
H: 2.7064 -0.1644 0.3970  0.290
H: 1.7426 -0.4797 1.8424  0.313

Values from the calculation:
- Kohn-Sham gap: 10.372 eV
- Lowest unoccupied orbital energy: 1.01 eV
- SMILES string: CC(=O)[C@@H]1CN1C
- Energy above the lowest of the compared OMol25 structures with the same formula, charge and spin: 2.250 eV
- Largest force on an atom: 0.41 eV Å⁻¹
- E: -8866.9631 eV

A single C5H9NO molecule. Source: the OMol25 dataset; level of theory: ωB97M-V with the def2-TZVPD basis set.

Each line ends with the Mulliken charge.
Element x y z (Å)
O: 2.7726 0.0740 0.4530  -0.601
N: 0.7767 -1.0636 1.0690  -0.254
C: 0.2088 1.3608 -1.1595  -1.458
C: -1.3237 -1.1357 -0.2794  -1.443
C: 1.5804 -0.0501 0.5693  0.220
C: -0.4835 -0.3849 0.7415  0.213
C: 0.3659 0.8159 0.2387  0.333
H: -2.0676 -0.4752 -0.7370  0.285
H: -0.7342 1.9074 -1.2590  0.350
H: 0.2251 0.5555 -1.8993  0.319
H: -0.6875 -1.5491 -1.0692  0.344
H: 1.0338 2.0437 -1.3811  0.384
H: -1.0749 -0.1463 1.6321  0.346
H: 0.3355 1.6216 0.9829  0.319
H: 0.9278 -1.6056 1.9051  0.259
H: -1.8552 -1.9683 0.1928  0.381

Values from the calculation:
- Kohn-Sham gap: 10.438 eV
- Lowest unoccupied orbital energy: 0.88 eV
- SMILES string: C[C@@H]1C(=O)N[C@@H]1C
- Energy above the lowest of the compared OMol25 structures with the same formula, charge and spin: 0.794 eV
- Largest force on an atom: 0.50 eV Å⁻¹
- E: -8868.4187 eV

A 2-piece molecular cluster, C5H9NO overall. Source: the OMol25 dataset; level of theory: ωB97M-V with the def2-TZVPD basis set.

Each line ends with the Mulliken charge.
Element x y z (Å)
O: -1.7050 1.4580 1.5491  -0.653
N: -0.8195 -0.7784 -1.2388  -0.532
C: 0.5046 0.2348 0.1273  -0.054
C: -0.1757 0.5745 -1.1867  -0.133
C: -0.1704 -1.0966 0.0735  -0.023
C: 1.3380 0.8381 0.9649  -0.956
C: 0.2720 -1.7434 -1.1813  -0.237
H: 1.2474 -1.4637 -1.5785  0.182
H: -0.7416 1.4886 1.6319  0.360
H: 1.7365 1.8246 0.7444  0.299
H: 0.4615 0.8070 -2.0468  0.299
H: -0.9532 1.3346 -1.0679  0.258
H: -0.0323 -2.7700 -1.3625  0.246
H: -0.6950 -1.6255 0.8672  0.328
H: 1.6554 0.3601 1.8881  0.309
H: -1.9225 0.5573 1.8161  0.306

Values from the calculation:
- Kohn-Sham gap: 10.059 eV
- Lowest unoccupied orbital energy: 0.85 eV
- SMILES string: C=C1CN2C[C@@H]12.O
- Energy above the lowest of the compared OMol25 structures with the same formula, charge and spin: 3.529 eV
- Largest force on an atom: 0.40 eV Å⁻¹
- E: -8865.6840 eV

Question: Which formula does entry 3 have?
Answer: C5H9NO

Question: Look up the energy above the lowest of the compared OMol25 structures with the same formula, charge and spin of the second one.
Answer: 2.250 eV

Question: The lowest lowest unoccupied orbital energy belongs to which entry?
Answer: number 1

Question: Look up the largest force on an atom of the fourth one.
Answer: 0.40 eV Å⁻¹